Below is 11 unconnected molecules or ions with the total composition C16H34Cl22P2 in a non-equilibrium geometry, with properties calculated with ωB97M-V/def2-TZVPD.

```
74
Properties=species:S:1:pos:R:3:forces:R:3:lowdin_charge:R:1
C -2.8919 -2.9443 1.3804 0.2 0.6 0.2 -0.221
C -4.0025 -2.1028 0.7719 -0.1 -0.2 -0.4 -0.530
P -5.6746 -2.6869 1.2729 -0.3 -0.4 0.9 0.666
C -5.7849 -4.3166 0.4312 0.4 0.0 -0.6 -0.384
P -6.9256 -1.1560 0.3194 0.4 0.7 0.2 0.643
C -8.4502 -1.9080 -0.4116 0.3 -0.1 0.3 -0.966
Cl -8.1602 -3.2259 -1.6031 -0.1 0.1 -0.2 0.575
C -9.5320 -2.3361 0.6129 -0.1 -0.4 -0.9 -0.840
C -9.5104 -3.7853 1.0317 -0.1 0.2 0.8 -0.169
Cl -9.5649 -1.2613 2.0281 0.0 0.1 0.2 0.590
H -2.8677 -2.8155 2.4577 -0.1 -0.3 0.3 0.067
H -2.9309 -3.9885 1.0993 -0.1 -0.2 0.0 0.026
H -1.9434 -2.5657 1.0186 0.2 0.0 -0.1 0.029
H -3.8696 -1.0668 1.0659 -0.1 0.2 0.1 0.069
H -3.9093 -2.1360 -0.3101 -0.1 0.1 -0.3 0.025
H -6.8018 -4.6772 0.3664 -0.2 0.1 0.1 -0.013
H -5.2189 -5.0570 0.9952 -0.1 0.3 0.0 -0.069
H -5.3793 -4.3082 -0.5780 0.0 0.1 -0.2 0.033
H -6.2093 -0.7761 -0.8444 -0.2 -0.5 -0.3 -0.090
H -8.8958 -1.1158 -0.9980 0.1 0.3 -0.1 0.046
H -10.4719 -2.1618 0.1041 -0.3 0.1 0.0 0.087
H -10.2840 -3.9271 1.7792 -0.2 0.0 0.1 0.071
H -8.5735 -4.0444 1.5124 0.2 -0.2 -0.1 0.059
H -9.7499 -4.4418 0.2096 0.2 -0.1 -0.3 0.057
C 0.0636 -2.4616 -1.4585 -0.1 0.0 0.1 -1.066
Cl -1.6226 -2.9792 -1.6443 0.1 0.0 -0.3 0.559
Cl 1.1065 -3.8073 -0.9990 0.0 0.0 0.3 0.483
H 0.4059 -2.0593 -2.4040 0.0 -0.1 0.0 -0.019
H 0.1200 -1.7008 -0.6850 -0.2 -0.3 -0.2 -0.064
C 3.2714 0.0646 -0.5858 0.1 0.0 -0.1 -1.002
Cl 3.4132 -0.9403 -2.0394 0.0 0.0 0.0 0.517
Cl 1.7476 -0.2221 0.2664 0.2 0.3 0.2 0.556
H 4.0872 -0.1801 0.0838 0.0 -0.1 0.0 0.028
H 3.3245 1.1094 -0.8858 -0.2 -0.5 0.1 -0.091
C -4.0994 -7.6183 3.3790 0.0 0.0 0.0 -1.002
Cl -3.9836 -5.9617 2.7717 0.2 -0.2 0.4 0.580
Cl -5.7346 -8.2696 3.2143 0.0 0.0 0.0 0.507
H -3.4206 -8.2412 2.8103 0.0 0.0 -0.1 0.025
H -3.8301 -7.6207 4.4277 -0.1 0.0 0.0 0.024
C 2.6405 4.3646 0.2078 -0.2 0.1 0.1 -1.028
Cl 1.4727 3.4188 1.1177 0.0 -0.1 0.0 0.530
Cl 3.7049 3.3488 -0.7931 0.1 0.3 0.0 0.587
H 2.1102 5.0460 -0.4450 0.0 -0.1 -0.1 0.010
H 3.2595 4.9096 0.9091 0.0 -0.1 0.0 -0.078
C 6.2090 5.5453 0.6228 -0.1 0.1 0.2 -1.116
Cl 5.1590 5.8325 2.0183 0.2 0.1 0.1 0.543
Cl 7.7045 4.7119 1.0726 0.0 0.0 0.0 0.535
H 5.6740 4.9309 -0.0924 0.1 0.0 0.3 -0.096
H 6.4681 6.4995 0.1813 0.0 0.0 0.2 -0.014
C 5.3039 6.4266 -2.9003 -0.1 0.0 0.0 -0.961
Cl 4.1594 6.7445 -1.5888 -0.1 0.3 -0.1 0.592
Cl 6.7642 5.6141 -2.3144 0.2 0.0 -0.5 0.592
H 4.8259 5.7901 -3.6309 0.0 -0.1 0.1 -0.019
H 5.5873 7.3708 -3.3493 0.0 0.0 0.1 0.035
C 7.5727 1.7454 3.7776 0.0 0.1 0.0 -1.029
Cl 7.0262 2.2695 5.3743 0.0 0.0 0.0 0.498
Cl 6.5872 0.4235 3.1380 0.0 0.0 0.0 0.496
H 7.5021 2.5861 3.0986 -0.1 0.0 0.0 -0.023
H 8.5971 1.4042 3.8588 0.0 -0.1 0.0 0.024
C 0.7533 -5.3199 -4.9826 -0.1 0.0 0.0 -1.009
Cl 1.4719 -3.8834 -4.2471 0.1 0.0 -0.3 0.515
Cl 1.7928 -6.7392 -4.8149 0.0 0.0 0.0 0.505
H -0.1891 -5.5210 -4.4879 0.0 0.0 0.1 0.026
H 0.5977 -5.1285 -6.0368 0.1 0.0 0.0 0.023
C 7.5417 5.6998 -5.9417 0.1 0.0 0.0 -1.017
Cl 7.6236 7.3121 -6.6587 0.0 0.0 0.0 0.511
Cl 5.8994 5.0401 -5.9842 0.0 -0.1 -0.1 0.533
H 8.1909 5.0360 -6.4986 0.0 0.0 -0.1 0.027
H 7.8582 5.7633 -4.9081 0.0 0.0 0.0 -0.020
C 2.5551 5.7651 4.9979 0.1 0.0 0.0 -1.010
Cl 3.6447 4.3878 4.8175 0.0 0.0 0.1 0.493
Cl 1.7547 6.1525 3.4696 -0.1 0.1 0.0 0.499
H 1.7984 5.5210 5.7328 0.0 -0.1 0.0 0.025
H 3.1314 6.6245 5.3173 0.0 0.0 -0.1 0.026
```
Positions in Å, forces in eV/Å.

Summary:
- LUMO energy (hartree) = 0.009
- net charge = 0
- E (eV) = -311214.05750
- SMILES = CCP(C)#[PH][C@@H](Cl)[C@@H](C)Cl.ClCCl.ClCCl.ClCCl.ClCCl.ClCCl.ClCCl.ClCCl.ClCCl.ClCCl.ClCCl
- gap between HOMO and LUMO (eV) = 8.26
- maximum force (eV/Å) = 1.0